Entry from the Open Molecules 2025 dataset: a structure of composition C44H46AsIrN3Se at a distorted geometry (ωB97M-V/def2-TZVPD).

Structure (XYZ):
```
96
Properties=species:S:1:pos:R:3:forces:R:3
Ir -0.4291 0.3704 0.6377 1.9 1.9 0.3
C 0.5231 -1.2259 3.3230 0.1 0.0 0.5
C 1.5320 -0.2295 3.8885 -0.1 0.2 -0.3
C 0.9600 1.1809 4.0184 0.0 -0.1 0.0
C 2.8072 -0.2601 3.0812 0.1 0.3 -0.2
C 3.9636 -0.6533 3.7265 0.3 0.0 -0.1
C 5.1828 -0.7136 3.0643 -0.2 0.0 -0.1
C 5.2156 -0.4947 1.7022 0.0 0.0 0.3
C 4.0835 -0.1055 0.9961 -0.8 -0.2 0.2
C 4.2218 -0.1460 -0.5132 0.2 0.4 -0.3
C 2.9467 -0.1579 -1.3586 0.0 -0.2 0.1
C 5.1724 0.9501 -1.0242 -0.1 -0.4 0.0
C 2.8783 0.1310 1.7177 1.6 -1.2 0.9
N 1.8349 0.8175 1.1202 -2.7 0.3 -1.2
C 2.1336 1.9365 0.5102 -0.4 0.6 -0.4
C 1.2436 2.6330 -0.3051 1.0 0.6 0.3
C 1.5458 3.7468 -1.1357 -0.1 -0.9 0.7
C 0.4417 3.9547 -1.9090 -1.0 -0.6 0.2
C -0.5427 2.9949 -1.5076 -0.1 0.9 -1.0
N -0.0499 2.2109 -0.5486 0.3 -2.3 1.6
C -1.8861 2.8452 -2.1401 -0.3 -0.2 -0.2
C -2.8821 2.1761 -1.1917 0.3 -0.1 -0.2
C -2.4284 4.2121 -2.5814 0.1 -0.2 0.1
C -1.6673 1.9547 -3.3802 -0.1 0.1 0.2
H -0.3907 -1.2232 3.9146 -0.2 0.0 -0.2
H 0.9395 -2.2306 3.3368 0.0 -0.1 -0.2
H 0.2662 -0.9711 2.2755 -0.1 -0.1 -0.1
H 1.7874 -0.5754 4.8962 0.0 0.0 -0.1
H 0.6914 1.5869 3.0415 0.0 0.1 0.2
H 1.6934 1.8378 4.4811 0.0 0.1 0.0
H 0.0713 1.1686 4.6448 -0.1 0.0 0.1
H 3.9228 -0.8901 4.7791 0.0 -0.1 0.1
H 6.0798 -0.9801 3.5995 0.1 -0.1 0.0
H 6.1374 -0.6506 1.1618 0.1 0.0 -0.1
H 4.7303 -1.1017 -0.6987 -0.1 0.1 0.0
H 2.6336 0.8482 -1.6304 -0.1 0.0 -0.1
H 2.1205 -0.6510 -0.8423 0.1 0.0 -0.2
H 3.1440 -0.7045 -2.2782 0.0 0.0 -0.1
H 4.7449 1.9417 -0.8950 -0.1 0.1 0.0
H 5.3489 0.7868 -2.0843 0.1 0.1 -0.1
H 6.1257 0.9198 -0.5037 0.1 0.0 0.0
H 3.1296 2.3542 0.6207 0.1 -0.1 0.0
H 2.4717 4.2812 -1.1567 0.3 0.1 0.0
H 0.3190 4.6800 -2.6854 -0.1 0.2 -0.1
H -2.9880 2.7517 -0.2732 -0.1 0.0 0.1
H -2.5448 1.1630 -0.9413 -0.2 0.2 0.0
H -3.8593 2.1180 -1.6669 -0.1 -0.1 0.0
H -2.4867 4.8968 -1.7380 0.0 0.1 0.1
H -3.4240 4.1065 -3.0059 -0.1 -0.1 0.0
H -1.7963 4.6568 -3.3440 0.0 0.1 -0.1
H -1.1979 1.0127 -3.0956 0.0 -0.1 -0.1
H -1.0306 2.4589 -4.1007 0.1 0.0 -0.1
H -2.6230 1.7401 -3.8490 -0.1 0.0 -0.1
Se -2.3655 0.5849 2.3195 0.0 -0.7 -0.9
C -2.3590 2.2505 3.2590 0.6 -0.4 -0.9
C -2.7672 2.3146 4.5892 0.1 0.4 -0.3
C -2.7354 3.5530 5.2188 -0.8 0.3 1.6
N -2.3675 4.6410 4.5807 0.3 -2.5 -1.3
C -2.0172 4.6070 3.3169 0.4 1.7 -0.7
C -1.9740 3.4162 2.6037 0.0 0.1 0.7
H -3.0990 1.4394 5.1280 0.1 0.1 0.2
H -3.0086 3.6663 6.2595 -0.1 -0.1 0.2
H -1.7602 5.5531 2.8581 0.0 0.1 -0.2
H -1.6533 3.3970 1.5716 0.1 0.3 0.0
C -3.4309 -5.1143 1.5412 0.0 0.0 0.0
C -2.2220 -4.6316 2.0172 0.0 0.0 0.1
C -1.5871 -3.5959 1.3568 0.2 0.2 0.0
C -2.1583 -3.0465 0.2150 0.1 0.4 0.1
C -3.3678 -3.5298 -0.2650 0.0 0.2 -0.2
C -3.9969 -4.5690 0.4010 0.0 0.0 0.0
As -1.1759 -1.6382 -0.7096 -0.5 -0.4 -0.1
C 0.2635 -2.6209 -1.5459 0.4 0.3 -0.1
C 1.3786 -3.1551 -0.9284 -0.1 0.0 0.2
C 2.3178 -3.8281 -1.6944 0.0 0.0 0.1
C 2.1474 -3.9393 -3.0665 0.0 0.0 0.1
C 1.0312 -3.4071 -3.6884 -0.2 0.2 0.1
C 0.0690 -2.7405 -2.9347 0.3 -0.1 0.5
C -1.1851 -2.1734 -3.4331 -0.5 0.4 0.1
C -1.6450 -2.2298 -4.7479 0.1 0.0 0.3
C -2.8779 -1.6883 -5.0765 0.0 0.1 0.1
C -3.6765 -1.1067 -4.1023 0.0 0.0 0.1
C -3.2323 -1.0318 -2.7882 -0.1 0.0 0.2
C -1.9961 -1.5589 -2.4571 0.0 0.3 -0.3
H -3.9275 -5.9222 2.0560 0.0 -0.1 0.0
H -1.7787 -5.0585 2.9035 0.1 -0.1 0.1
H -0.6339 -3.2224 1.7131 0.0 0.0 0.1
H -3.8101 -3.1172 -1.1637 0.0 0.0 0.0
H -4.9345 -4.9503 0.0277 -0.1 0.0 0.0
H 1.5115 -3.0583 0.1436 0.1 0.0 0.0
H 3.1789 -4.2619 -1.2136 0.1 -0.1 0.0
H 2.8863 -4.4606 -3.6543 0.1 0.0 -0.1
H 0.9164 -3.5062 -4.7564 0.0 0.0 -0.1
H -1.0525 -2.7091 -5.5140 0.1 0.0 0.0
H -3.2228 -1.7203 -6.0999 0.0 -0.1 0.0
H -4.6450 -0.7128 -4.3689 -0.1 0.1 0.0
H -3.8543 -0.5782 -2.0246 0.0 0.0 -0.1
```
Positions in Å, forces in eV/Å.

- multiplicity = 2
- E_LUMO (alpha / beta) (eV) = -7.736 / -10.000
- E_tot (eV) = -179850.482
- Kohn-Sham gap (alpha / beta) (eV) = 4.81 / 2.56
- F_max (eV/A) = 3.02
- net charge = +2



Entry from the Open Molecules 2025 dataset: a cluster of 9 separate species, C40H96FN4O12PS in total at a distorted geometry (ωB97M-V/def2-TZVPD).

Structure (XYZ):
```
155
Properties=species:S:1:pos:R:3:forces:R:3
H 5.2616 2.7771 -0.9083 0.2 0.1 -0.2
N 5.3975 2.0993 -1.6620 -0.1 1.4 0.1
C 5.2716 0.9388 -1.1874 0.4 -0.2 -0.2
N 5.4766 -0.1422 -2.0469 0.0 -0.4 0.3
N 4.9926 0.6438 0.1479 -0.9 -0.9 -0.7
C 3.7077 1.2327 0.6246 0.5 0.1 0.5
C 2.9843 0.1937 1.5067 0.6 0.3 -1.0
C 2.2103 -0.7732 0.5630 0.2 -0.3 1.6
C 0.7087 -0.8679 0.8660 -0.1 -0.6 -0.8
C -0.0547 0.3578 0.3747 0.7 -1.2 -1.1
O 0.2773 1.4724 1.2242 -0.3 -0.6 0.4
C -0.9252 1.7617 1.8817 0.9 0.5 -5.8
O -1.0735 1.8714 3.0044 -0.3 0.4 4.4
C -1.9312 1.7815 0.6990 -0.3 -0.6 2.4
C -3.3115 2.0004 1.3879 -0.3 0.2 -1.3
C -3.6935 3.4377 1.7264 -0.7 0.0 0.3
F -2.9387 3.9911 2.7482 0.2 -0.2 0.0
P -1.4420 3.1920 -0.4143 0.8 1.8 0.5
O -2.7275 3.6465 -1.3513 0.8 -1.4 0.2
O -0.2837 2.7764 -1.4755 -0.8 -0.7 0.1
S -0.7553 4.6965 0.5773 -0.4 -0.2 -0.1
C -1.5966 0.2941 0.1452 -1.8 2.8 0.6
N -2.0700 0.3536 -1.2523 1.0 -1.3 -0.3
C -2.4904 -0.6783 0.9499 1.1 -1.0 -0.2
C -2.2206 -2.1986 0.8164 -1.0 0.0 -0.7
C -2.4111 -2.7855 -0.6202 0.6 -1.0 0.5
C -1.1333 -3.4600 -1.2171 -0.7 0.1 -0.8
C -0.5552 -2.7205 -2.4594 0.3 -0.5 0.8
C 0.9781 -2.8162 -2.5240 0.0 0.2 -0.4
C 1.6402 -1.8645 -3.5509 -0.6 -0.1 1.1
C 1.3102 -0.3701 -3.3833 0.2 0.2 -1.1
C 1.5545 0.3866 -4.7445 -0.5 0.2 1.6
C 0.2591 1.0604 -5.2149 0.0 -0.6 -0.5
C -0.8910 0.0761 -5.5006 0.2 0.5 -0.6
C -0.6597 -0.7767 -6.7651 -1.2 -0.1 1.1
C -2.0108 -1.3349 -7.2524 1.0 -0.4 -0.7
H 4.6371 -0.6988 -2.1661 0.2 -0.1 0.0
H 5.8223 0.1957 -2.9353 -0.1 0.0 0.0
H 4.9548 -0.3714 0.2072 0.1 0.1 0.4
H 3.1258 1.4921 -0.2692 -0.2 0.1 0.3
H 3.9274 2.1554 1.1695 -0.1 -0.1 0.0
H 2.3595 0.6777 2.2550 -0.1 0.0 -0.2
H 3.7844 -0.3353 2.0366 -0.2 -0.1 0.1
H 2.4001 -0.5030 -0.4778 -0.2 0.0 0.0
H 2.6284 -1.7764 0.7111 -0.1 0.0 -0.2
H 0.3538 -1.7153 0.2705 -0.1 0.1 0.0
H 0.5288 -1.1409 1.9108 0.0 0.3 0.0
H 0.3548 0.4974 -0.6352 0.1 0.6 0.2
H -4.0761 1.6270 0.6886 -0.2 0.3 0.2
H -3.4425 1.4101 2.3003 0.5 0.0 -0.3
H -4.7181 3.4047 2.0941 0.0 0.0 0.0
H -3.6987 4.1335 0.8889 0.3 -0.1 0.0
H -3.0095 2.9047 -1.9146 0.0 0.3 0.0
H 0.5487 3.0290 -1.0375 -0.1 0.1 -0.2
H -2.8794 0.9441 -1.3678 0.0 -0.2 0.0
H -1.3383 0.5505 -1.9233 -0.2 0.2 0.0
H -3.5090 -0.5310 0.5859 0.0 0.2 0.2
H -2.4433 -0.4459 2.0174 -0.1 0.1 -0.1
H -1.2812 -2.5343 1.2519 0.0 0.2 -0.1
H -3.0023 -2.6791 1.4166 0.2 0.2 0.2
H -3.1325 -3.6057 -0.5409 -0.1 0.2 0.1
H -2.8496 -2.0661 -1.3094 0.2 0.1 0.0
H -0.3836 -3.6460 -0.4422 0.0 0.3 0.0
H -1.4258 -4.4584 -1.5616 0.1 0.0 0.1
H -0.9422 -3.2208 -3.3536 -0.1 0.3 0.0
H -0.9440 -1.7016 -2.4431 0.3 0.0 -0.1
H 1.4576 -2.6938 -1.5459 -0.3 0.2 0.1
H 1.2061 -3.8467 -2.8252 0.1 0.1 0.1
H 2.7224 -1.9771 -3.4239 0.0 -0.1 -0.5
H 1.3244 -2.2009 -4.5423 0.2 0.1 0.0
H 0.2676 -0.1747 -3.1251 0.0 -0.3 0.2
H 1.9153 0.1058 -2.6050 0.0 -0.2 0.0
H 1.9318 -0.3399 -5.4650 0.1 0.3 -0.2
H 2.2878 1.1662 -4.5223 0.2 -0.1 -0.5
H -0.1008 1.8066 -4.4980 0.3 0.0 0.1
H 0.4765 1.5711 -6.1617 -0.1 0.2 0.2
H -1.1209 -0.5734 -4.6485 0.1 0.0 -0.1
H -1.7914 0.6799 -5.6803 0.0 -0.1 0.1
H -0.0338 -1.6263 -6.4750 0.3 0.1 -0.4
H -0.2164 -0.1752 -7.5607 0.2 -0.1 0.1
H -2.4599 -2.0061 -6.5181 -0.1 0.2 0.1
H -1.7854 -1.9405 -8.1401 -0.4 0.0 0.0
H -2.6906 -0.5404 -7.5649 -0.1 -0.1 0.2
C 3.5490 -0.9406 6.4707 0.2 0.0 0.0
C 4.2490 -0.8585 5.1281 -0.5 -0.1 0.1
O 4.1733 -2.1119 4.4461 0.2 0.0 -0.1
H 3.9989 -1.7170 7.0897 0.0 0.1 0.0
H 3.6072 0.0114 7.0014 -0.1 0.0 0.0
H 2.4955 -1.2049 6.3407 0.0 0.1 0.0
H 5.3025 -0.6152 5.2587 0.0 -0.1 -0.1
H 3.7923 -0.0865 4.4993 0.1 0.1 0.1
H 3.2398 -2.3180 4.3241 0.1 0.0 0.1
C -3.8882 6.6393 -4.1918 0.0 0.1 0.0
C -2.4345 6.3512 -4.5229 -0.1 -0.3 0.3
O -1.6840 6.1024 -3.3415 0.0 0.0 -0.1
H -3.9630 7.5011 -3.5275 0.0 0.0 0.0
H -4.4652 6.8409 -5.0966 0.0 0.0 0.0
H -4.3405 5.7906 -3.6711 0.0 0.0 -0.1
H -1.9806 7.2059 -5.0232 0.1 0.0 0.1
H -2.3555 5.4814 -5.1856 -0.1 0.1 -0.2
H -2.0756 5.3376 -2.8996 0.1 0.2 0.1
C -1.4940 -5.6886 -7.7037 0.0 0.1 0.0
C -0.1450 -5.1052 -7.3275 -0.2 -0.4 0.2
O -0.0211 -5.0027 -5.9092 0.1 0.2 0.0
H -2.2999 -5.0672 -7.3105 0.0 0.1 0.0
H -1.6021 -5.7609 -8.7872 0.0 0.0 0.0
H -1.6169 -6.6858 -7.2737 0.1 0.0 -0.1
H -0.0342 -4.1029 -7.7403 0.1 0.0 0.1
H 0.6691 -5.7277 -7.7121 0.0 0.1 -0.1
H -0.1094 -5.8900 -5.5432 0.0 0.1 0.0
C -5.2216 1.3280 6.0411 0.0 0.0 0.0
C -4.5632 1.4021 4.6771 -0.3 -0.1 0.1
O -4.6223 0.1363 4.0134 0.2 0.0 -0.1
H -4.7319 0.5747 6.6596 0.1 0.1 0.0
H -5.1706 2.2905 6.5522 0.0 0.0 0.0
H -6.2713 1.0370 5.9491 0.0 0.1 0.0
H -3.5128 1.6738 4.7750 0.0 -0.1 -0.2
H -5.0558 2.1518 4.0498 0.1 0.1 0.1
H -5.5519 -0.0997 3.9164 0.1 0.0 0.0
C 3.5822 -5.8826 8.4737 0.0 -0.1 0.0
C 3.3470 -4.5411 7.8073 0.4 -0.1 0.2
O 3.7961 -3.4762 8.6458 -0.1 0.1 0.0
H 3.0602 -5.9288 9.4305 -0.1 0.0 0.0
H 3.2318 -6.6993 7.8411 0.0 0.0 0.0
H 4.6457 -6.0301 8.6797 0.0 0.0 -0.1
H 2.2864 -4.3903 7.6240 0.0 0.1 0.1
H 3.8750 -4.4846 6.8489 -0.1 -0.1 -0.1
H 4.7389 -3.6044 8.8013 -0.1 0.0 0.0
C -0.9082 -4.4188 4.9098 -0.1 0.0 0.0
C 0.1835 -4.5614 5.9547 0.1 -0.1 -0.5
O 0.8693 -5.8029 5.8086 0.0 0.0 0.2
H -1.6250 -5.2364 4.9945 0.0 0.0 0.1
H -1.4392 -3.4719 5.0239 0.0 0.0 0.0
H -0.4864 -4.4631 3.9019 0.0 0.1 0.0
H -0.2439 -4.5345 6.9562 0.1 -0.1 0.0
H 0.9096 -3.7449 5.8677 -0.1 0.1 0.1
H 1.2557 -5.8189 4.9256 0.0 0.0 0.1
C -7.9676 4.9537 -0.6250 -0.1 0.0 0.0
C -6.8549 4.8624 0.4018 0.1 0.0 -0.4
O -6.1307 3.6400 0.2640 -0.2 -0.1 -0.1
H -8.6552 4.1137 -0.5171 0.0 0.0 0.1
H -8.5276 5.8833 -0.5138 0.0 0.0 0.0
H -7.5617 4.9103 -1.6389 0.0 0.1 0.0
H -7.2633 4.8851 1.4114 0.1 -0.1 0.0
H -6.1588 5.7004 0.2921 -0.1 0.1 0.1
H -5.7581 3.6217 -0.6251 -0.1 0.0 0.1
C 8.0669 4.2300 1.5979 0.0 0.0 0.1
C 8.8070 4.2909 0.2738 -0.4 -0.2 0.0
O 8.7715 3.0323 -0.3870 0.1 0.0 0.0
H 8.5068 3.4699 2.2449 0.0 0.0 0.0
H 8.1013 5.1927 2.1119 0.0 0.0 0.0
H 7.0205 3.9547 1.4427 0.0 0.1 0.0
H 9.8543 4.5453 0.4331 0.0 -0.1 -0.1
H 8.3632 5.0491 -0.3808 0.1 0.1 0.1
H 7.8471 2.8025 -0.5442 0.1 0.0 -0.1
```
Positions in Å, forces in eV/Å.

- E_LUMO (eV) = -0.243
- E_tot (eV) = -96408.186
- Kohn-Sham gap (eV) = 8.62
- F_max (eV/A) = 5.91



Entry from the Open Molecules 2025 dataset: the ion C11H18N4 with charge +2 at a distorted geometry (ωB97M-V/def2-TZVPD).

Structure (XYZ):
```
33
Properties=species:S:1:pos:R:3:forces:R:3
C 3.1401 2.9727 -1.7057 1.1 0.2 0.6
C 2.0057 2.3749 -0.8516 1.7 0.2 0.2
N 2.6619 1.3630 0.1074 0.4 -1.4 -0.4
C 1.6978 0.6646 0.9555 -0.5 -0.2 0.5
C 0.4230 0.9507 0.8739 -2.2 1.5 1.2
N -0.7918 1.0442 0.9345 2.9 -1.8 -1.9
C 2.1245 -0.2927 2.0281 1.3 -2.9 -0.6
C 1.6566 -1.8154 1.9542 0.4 3.7 -0.3
C 0.6133 -2.3263 1.3772 0.0 -1.3 0.2
N -0.2444 -1.7791 0.4886 -1.2 1.0 -0.5
C -1.1523 -1.1635 0.0903 0.5 -1.2 -1.1
N -2.0845 -0.8436 -0.7384 0.5 -2.4 1.6
C -3.1452 -1.7776 -0.9287 -1.9 -0.6 -0.2
C -4.4484 -1.4505 -0.2814 -1.1 0.4 1.5
C -4.3574 -1.4221 -1.7551 -1.2 -3.6 0.0
H 4.1336 3.0779 -1.0074 -2.4 0.2 -1.9
H 3.3290 2.1749 -2.4423 0.5 0.6 0.0
H 2.8587 3.9425 -2.2705 0.6 -1.6 1.3
H 1.3106 1.7876 -1.4021 -0.5 -0.4 -0.7
H 1.4436 3.0758 -0.2689 0.0 0.4 0.6
H 3.3892 1.8045 0.7114 -0.5 -0.1 -0.6
H 3.1474 0.5770 -0.4364 -0.4 1.6 0.5
H -1.4602 1.6364 1.3262 -0.7 1.5 1.2
H 1.8167 -0.0302 3.0036 -0.5 0.9 1.1
H 3.2278 -0.3492 2.1158 -0.4 0.3 -0.3
H 2.0654 -2.5088 2.6129 1.4 -0.6 1.2
H 0.4440 -3.3528 1.6192 -0.6 -0.6 -0.3
H -2.0316 0.0179 -1.1329 -0.2 3.0 -1.5
H -2.8493 -2.7941 -0.9349 0.6 -0.7 0.0
H -4.5099 -0.5080 0.2928 0.1 -0.5 -0.5
H -5.0850 -2.2311 0.1661 0.7 0.3 -0.2
H -4.9712 -2.2941 -2.2613 1.8 1.9 0.8
H -4.3578 -0.5252 -2.2400 -0.1 2.2 -1.3
```
Positions in Å, forces in eV/Å.

- E_LUMO (eV) = -7.011
- E_tot (eV) = -17637.676
- Kohn-Sham gap (eV) = 9.07
- F_max (eV/A) = 3.91
- net charge = +2
- energy relative to the best compared isomer or geometry (same formula, charge and spin) (kJ/mol) = 503.4



Entry from the Open Molecules 2025 dataset: a cluster of 2 separate species, C3H6N2O in total at a distorted geometry (ωB97M-V/def2-TZVPD).

Structure (XYZ):
```
12
Properties=species:S:1:pos:R:3:forces:R:3
C 1.3610 1.7222 -2.5909 0.8 0.3 0.6
C -0.9985 -0.3778 0.9491 -0.6 2.6 1.1
C -1.0495 -1.2498 2.1691 -2.3 0.3 -1.0
N 1.4423 0.5168 -2.1358 0.2 -1.2 0.2
N 1.5778 -0.5374 -1.7791 -0.2 -0.4 0.0
O -1.5727 0.7002 0.8619 0.7 -1.6 -0.5
H 0.4198 2.1421 -2.2327 0.5 0.7 -0.5
H 2.4102 2.1025 -2.5587 -1.4 0.6 -0.3
H -0.2347 -0.7157 0.2426 -0.1 0.1 -0.7
H -0.3369 -0.7891 2.8607 0.0 -1.0 0.1
H -0.9160 -2.1837 1.6603 1.2 -1.2 1.0
H -2.1027 -1.3302 2.5535 1.1 0.6 0.1
```
Positions in Å, forces in eV/Å.

- E_LUMO (eV) = 0.918
- E_tot (eV) = -8232.729
- Kohn-Sham gap (eV) = 9.73
- F_max (eV/A) = 2.93
- energy relative to the best compared isomer or geometry (same formula, charge and spin) (kJ/mol) = 383.0



Entry from the Open Molecules 2025 dataset: an isolated molecule of C5H9NO at a distorted geometry (ωB97M-V/def2-TZVPD).

Structure (XYZ):
```
16
Properties=species:S:1:pos:R:3:forces:R:3
C 1.8597 0.9928 -0.0323 0.0 -0.2 0.4
C 0.7403 0.2765 -0.0695 2.5 -1.7 -0.1
C -1.5236 1.1351 0.0755 0.1 0.0 -0.1
C -1.0801 -1.3448 0.0551 0.1 0.1 -0.1
C -0.6241 0.0177 -0.4790 -0.5 0.0 0.0
N 2.5496 -1.0809 -0.0943 -2.3 1.5 -0.7
O 2.9800 0.2991 0.1572 0.3 0.1 0.2
H 1.9470 2.0789 -0.0279 0.1 -0.1 -0.1
H -1.2501 2.1013 -0.3415 0.0 0.1 0.0
H -1.4413 1.1835 1.1585 0.0 0.0 0.1
H -2.5562 0.9187 -0.1875 -0.1 0.0 0.0
H -1.0657 -1.3469 1.1419 0.0 0.0 0.1
H -0.4115 -2.1210 -0.3034 0.0 -0.1 0.0
H -2.0895 -1.5642 -0.2829 -0.1 0.0 0.0
H -0.6917 0.0114 -1.5747 0.0 0.0 0.1
H 2.6573 -1.5574 0.8049 0.1 0.4 0.3
```
Positions in Å, forces in eV/Å.

- E_LUMO (alpha / beta) (eV) = 0.066 / -0.164
- E_tot (eV) = -8862.657
- Kohn-Sham gap (alpha / beta) (eV) = 8.77 / 8.17
- F_max (eV/A) = 2.98
- energy relative to the best compared isomer or geometry (same formula, charge and spin) (kJ/mol) = 632.5